--- 1 ---
A structure of composition CH3N3O2Si, computed with ωB97M-V with the def2-TZVPD basis set.

charge = 0

CARTESIAN COORDINATES (ANGSTROEM)
C (-0.0384, 1.9861, -0.0112)
N (-0.4510, 3.0473, -0.1926)
N (1.4791, -0.7479, -0.5550)
N (-1.5617, -0.6931, -0.1409)
O (-2.5237, -0.2386, 0.4603)
O (-1.4970, -1.6062, -0.9228)
Si (0.4604, 0.3003, 0.4254)
H (2.3904, -0.9825, -0.2069)
H (0.9790, -1.5717, -0.7483)
H (0.7629, 0.5064, 1.8919)

Löwdin population analysis, charges in e, atoms 1 to 2: C -0.337; N 0.108



--- 2 ---
A cluster of 2 separate species, CH3N3O2Si in total, computed with ωB97M-V with the def2-TZVPD basis set.

charge = 0

CARTESIAN COORDINATES (ANGSTROEM)
C (0.4635, 1.1788, -2.3434)
N (0.4598, 1.4128, -3.4734)
N (-0.9512, 0.5699, 0.2136)
N (1.8979, 1.5616, 0.2565)
O (2.8879, 1.9374, -0.3292)
O (1.7543, 1.7117, 1.4493)
Si (0.5367, 0.7445, -0.5510)
H (-0.9927, 1.4255, 0.9447)
H (-1.3283, -0.3122, 0.5068)
H (2.1687, -1.1454, -1.3181)

Löwdin population analysis, charges in e, atoms 1 to 2: C -0.328; N 0.094



1 is preferred energetically. Next in line: 68.5 kcal/mol higher.



--- 1 ---
The molecule C8H16N2O3S, computed with ωB97M-V with the def2-TZVPD basis set.

charge = 0

CARTESIAN COORDINATES (ANGSTROEM)
C (-1.1140, 1.9514, 0.5875)
C (-0.1305, 0.8351, 0.4194)
C (-0.8173, -0.3194, -1.6266)
C (-0.1925, -0.2385, 1.5527)
C (-1.6418, -0.7629, 1.9522)
C (0.5770, 0.2215, 2.7695)
C (1.8487, -0.6506, -2.6560)
C (1.6933, 0.3601, -1.4799)
N (-2.0801, -0.1955, -1.2170)
N (0.0436, 0.4548, -1.0565)
O (-1.3572, 2.5682, -0.6007)
O (-1.5812, 2.2859, 1.6253)
O (2.2064, 0.2160, -0.3402)
S (0.5718, -1.7072, 0.8664)
H (0.7852, 1.5022, 0.5744)
H (-0.7908, -0.8880, -2.5098)
H (-2.3682, -0.7323, 1.2754)
H (-2.0669, -0.2220, 2.7473)
H (-1.5062, -1.7565, 2.2635)
H (-0.0516, 0.5051, 3.6173)
H (1.1483, 1.0394, 2.6516)
H (1.1782, -0.6149, 3.0475)
H (1.1002, -0.3252, -3.3784)
H (2.8769, -0.4721, -2.8982)
H (1.7933, -1.5508, -2.0753)
H (1.7051, 1.3840, -1.8389)
H (-2.8224, -0.6235, -1.8018)
H (-2.4130, 0.2188, -0.3816)
H (-0.6873, 2.4696, -1.2692)
H (1.4791, -1.0212, 0.2529)

Löwdin population analysis, charges in e, atoms 1 to 2: C -0.510; C -0.188



--- 2 ---
The molecule C8H16N2O3S, computed with ωB97M-V with the def2-TZVPD basis set.

charge = 0

CARTESIAN COORDINATES (ANGSTROEM)
C (-0.5095, 1.4237, 0.6396)
C (0.3765, 0.1867, 0.6659)
C (-1.9779, 0.9965, 0.5555)
C (-2.3976, 0.2486, -0.7080)
C (-4.1681, -1.4550, 0.6005)
C (2.5486, -0.7193, 0.1140)
C (3.9873, -0.2378, -0.0375)
C (2.2916, -1.7893, -0.9287)
H (-0.3238, 1.9838, -1.4218)
H (-0.5940, 3.1645, -0.3469)
H (-0.2790, 1.9162, 1.5849)
H (-2.1589, 0.3315, 1.4251)
H (-2.6527, 1.8449, 0.6951)
H (-1.7906, -0.6393, -0.8855)
H (-2.3648, 0.8272, -1.6413)
H (-3.9156, -1.0700, 1.6036)
H (-5.1598, -1.9397, 0.6117)
H (-3.3787, -2.1845, 0.4014)
H (1.9165, 1.2243, -0.2451)
H (2.4293, -1.2433, 1.0828)
H (2.2659, -1.2074, -1.8614)
H (3.0792, -2.5421, -0.8885)
H (1.2716, -2.1793, -0.8302)
H (5.0564, 1.2882, -0.0993)
N (-0.0455, 2.3407, -0.4603)
N (1.6049, 0.3195, 0.1028)
O (-0.0001, -0.8624, 1.1479)
O (4.9553, -0.9241, -0.0437)
O (4.0903, 1.1407, -0.1501)
S (-4.1569, -0.2435, -0.6826)

Löwdin population analysis, charges in e, atoms 1 to 2: C -0.281; C -0.457



2 is preferred energetically. Next in line: 101.7 kcal/mol higher.



--- 1 ---
A structure of composition C14H23BiClI2N2O2P, computed with ωB97M-V with the def2-TZVPD basis set.

charge = +2

CARTESIAN COORDINATES (ANGSTROEM)
I (-2.5246, 3.8561, -4.2225)
I (-1.8871, 5.5710, -2.2235)
Bi (-0.5177, -0.9167, -0.4994)
P (2.0971, 0.1770, -0.9875)
C (2.4508, 1.5461, -2.1496)
C (3.2952, 0.5670, 0.3314)
H (3.0673, -2.0489, -1.2329)
H (4.0411, -0.7619, -2.0332)
H (2.5508, -1.3785, -2.8063)
C (3.0276, -1.1456, -1.8487)
H (3.2438, -0.1874, 1.1270)
H (4.2943, 0.5619, -0.1262)
H (3.5182, 1.4894, -2.4056)
H (2.2279, 2.5165, -1.6855)
H (3.0922, 1.5629, 0.7477)
H (1.8419, 1.4243, -3.0577)
C (-0.4415, 1.5791, -0.8052)
O (-0.9826, 2.4381, -1.3373)
Cl (1.0979, -2.2939, 0.8218)
C (-7.7220, -1.8463, 2.2339)
C (-6.9588, -2.8463, 3.0781)
N (-5.5560, -2.4603, 3.3093)
C (-5.2926, -1.6252, 4.5042)
C (-4.7145, -2.4241, 5.6700)
C (-4.6905, -2.5708, 2.2520)
O (-5.0598, -3.0377, 1.1748)
C (-3.2882, -2.0038, 2.4349)
C (-2.4126, -2.4152, 3.4474)
C (-1.2385, -1.6863, 3.6202)
C (-0.9034, -0.6967, 2.7105)
N (-1.6180, -0.5259, 1.5526)
C (-2.8698, -1.0987, 1.4689)
H (-7.6259, -0.8289, 2.6168)
H (-8.7767, -2.1241, 2.2575)
H (-7.3547, -1.8850, 1.2093)
H (-7.4030, -2.9350, 4.0769)
H (-6.9664, -3.8325, 2.5851)
H (-4.6228, -0.7912, 4.2202)
H (-6.2741, -1.2180, 4.7922)
H (-3.6326, -2.2436, 5.7602)
H (-5.2163, -2.1362, 6.6012)
H (-4.8683, -3.5024, 5.5171)
H (-2.6095, -3.2925, 4.0599)
H (-0.5684, -1.8762, 4.4563)
H (-0.0076, -0.0810, 2.8466)
H (-3.5333, -0.8290, 0.6396)

Löwdin population analysis, charges in e, atoms 1 to 2: I 0.060; I 0.087



--- 2 ---
A structure of composition C14H23BiClI2N2O2P, computed with ωB97M-V with the def2-TZVPD basis set.

charge = +2

CARTESIAN COORDINATES (ANGSTROEM)
I (3.5757, 1.2633, -3.6203)
I (4.9816, -1.1891, -4.0428)
Bi (0.1414, 1.4886, -2.4502)
P (-0.6270, 0.5302, -4.9989)
C (0.7178, 0.1641, -6.1678)
C (-1.4313, -1.0711, -4.6608)
H (-2.7275, 1.6756, -5.2628)
H (-2.1067, 1.0991, -6.8416)
H (-1.4031, 2.5361, -6.0964)
C (-1.8461, 1.5547, -5.9018)
H (-2.0102, -0.9819, -3.7432)
H (-2.0803, -1.4377, -5.4845)
H (0.3133, 0.0955, -7.1974)
H (1.1864, -0.7811, -5.8760)
H (-0.6549, -1.8255, -4.4897)
H (1.4829, 0.9540, -6.1151)
C (0.7933, -0.8344, -3.0877)
O (1.6122, -1.6562, -3.2351)
Cl (-2.2970, 1.9748, -1.9891)
C (2.4339, 1.3457, 5.3042)
C (0.9312, 1.2517, 5.3278)
N (0.3843, 0.3269, 4.2948)
C (0.4036, -1.1130, 4.6443)
C (-0.7791, -1.5880, 5.4988)
C (0.0690, 0.8599, 3.0832)
O (-0.0848, 2.0766, 2.9451)
C (-0.2311, 0.0027, 1.8819)
C (-1.3515, -0.8238, 1.8890)
C (-1.8835, -1.1523, 0.6300)
C (-1.2373, -0.7146, -0.5176)
N (-0.1217, 0.0637, -0.4836)
C (0.4773, 0.2837, 0.7085)
H (2.8899, 0.3557, 5.2341)
H (2.8128, 1.7854, 6.2316)
H (2.7837, 1.9298, 4.4529)
H (0.6331, 0.8410, 6.2894)
H (0.4350, 2.2101, 5.2100)
H (0.4229, -1.7138, 3.7244)
H (1.3269, -1.2816, 5.2206)
H (-1.3541, -2.2794, 4.8756)
H (-0.4202, -2.1571, 6.3652)
H (-1.4485, -0.7977, 5.8450)
H (-1.7872, -1.1500, 2.8450)
H (-2.8011, -1.7407, 0.5522)
H (-1.6230, -1.0086, -1.5075)
H (1.4993, 0.6288, 0.7162)

Löwdin population analysis, charges in e, atoms 1 to 2: I 0.158; I 0.252



2 is preferred energetically. Next in line: 1.9 kcal/mol higher.



--- 1 ---
A cluster of 2 separate species, C4H4N4 in total, computed with ωB97M-V with the def2-TZVPD basis set.

charge = 0

CARTESIAN COORDINATES (ANGSTROEM)
C (-0.3681, 0.6640, 0.0511)
C (-0.3935, -1.5175, 0.1339)
C (0.4620, -0.4667, 0.2761)
C (1.9481, -0.4699, 0.0050)
H (-0.2745, 2.6846, 0.5487)
H (1.4800, 2.0361, -0.4866)
H (-2.5687, -1.3774, 0.1385)
H (-0.2016, -2.5566, -0.1293)
N (0.1010, 1.9130, 0.0620)
N (-1.6653, 0.5118, -0.2863)
N (-1.6426, -1.0079, -0.1242)
N (3.1232, -0.4135, -0.1888)

Löwdin population analysis, charges in e, atoms 1 to 2: C -0.521; C -0.077



--- 2 ---
The molecule C4H4N4, computed with ωB97M-V with the def2-TZVPD basis set.

charge = 0

CARTESIAN COORDINATES (ANGSTROEM)
C (1.4700, -2.7154, -0.3673)
C (1.1998, -1.5401, 0.2010)
C (0.2743, -0.6870, 0.7774)
C (-0.3631, 0.5475, 0.2231)
H (2.2545, -3.5539, -0.7802)
H (-0.6919, -1.2595, 1.0620)
H (0.5555, -0.3681, 1.9007)
H (-0.5964, 3.4221, -0.9826)
N (-1.4882, 0.3296, -0.5823)
N (-1.7830, 1.5831, -1.0889)
N (-0.8095, 2.4128, -0.5670)
N (-0.0219, 1.8289, 0.2041)

Löwdin population analysis, charges in e, atoms 1 to 2: C 0.100; C -0.155



--- 3 ---
A structure of composition C4H4N4, computed with ωB97M-V with the def2-TZVPD basis set.

charge = 0

CARTESIAN COORDINATES (ANGSTROEM)
C (-1.2247, 0.9060, 0.0037)
C (-1.7196, -0.6030, 0.0612)
C (2.2517, -0.2388, -0.0115)
C (0.3117, 0.4742, -0.4501)
H (-1.0826, 1.4273, 0.9322)
H (-1.5722, 1.6917, -0.7628)
H (-2.8640, -0.6474, 0.3020)
H (3.4113, -0.1310, 0.7162)
N (-0.8815, -1.5827, -0.0849)
N (0.2843, -0.9254, -0.5996)
N (1.6510, -1.3346, 0.0398)
N (1.4347, 0.9639, -0.1462)

Löwdin population analysis, charges in e, atoms 1 to 2: C -0.023; C -0.142



1 is preferred energetically. Next in line: 11.9 kcal/mol higher.